Formula: C31H69F2O23P4
Source: the OMol25 dataset
Level of theory: ωB97M-V with the def2-TZVPD basis set

```
129
Properties=species:S:1:pos:R:3
H -2.68 -5.94 2.22
C 2.04 -4.35 5.04
H -4.84 6.58 -0.13
H 0.24 1.93 -5.22
O -1.10 -4.32 1.18
H 0.98 -7.29 -0.05
C -3.71 -2.98 -2.10
H -7.46 3.20 -0.25
H -1.54 -4.28 -4.50
H -2.58 1.89 2.00
H 1.03 0.50 2.78
H 2.20 -4.91 4.11
F 4.45 -0.62 0.93
O 0.55 -1.70 3.96
C -1.94 -5.64 2.95
H 2.20 -4.51 7.25
H 5.28 6.08 -4.28
H 2.71 0.05 1.25
P -0.66 -4.76 -0.33
O 1.17 -1.39 -0.49
C -0.61 -3.89 -4.90
C -6.52 4.05 1.60
H 0.01 3.47 -1.48
O 2.90 -0.61 4.06
F -0.32 -4.32 -6.11
O 4.79 3.66 0.94
C 1.91 4.36 -1.41
O 2.49 -3.06 4.93
H 2.75 0.44 -4.82
C -3.80 6.87 -0.20
H -0.09 -4.49 2.88
H -0.03 -5.94 1.98
H -2.84 -2.85 -0.09
H -0.44 -0.01 -0.62
H 3.54 -5.13 6.22
H -6.78 4.75 -0.44
O -3.01 5.52 1.52
H -3.10 1.09 -0.84
O 0.42 -4.29 -4.02
C 3.66 0.41 0.86
H 1.87 1.14 -3.47
C 4.57 2.48 0.64
H -1.66 -6.59 3.41
H -1.99 2.65 0.52
C -2.76 5.77 0.16
H -3.37 -1.99 -2.42
H -3.74 7.17 -1.25
O 2.36 3.33 -2.39
H 1.54 0.23 5.27
C -0.65 -7.16 -1.44
O -1.62 -3.90 -1.34
O 2.88 2.46 -4.78
C -2.85 2.15 0.98
H -0.03 -8.65 -0.09
H 3.57 6.42 -4.22
C 2.16 1.30 -4.51
H -0.64 -1.97 -5.82
H -0.48 0.90 3.53
H -0.34 -1.31 -1.81
O 0.72 -2.08 -4.37
C -0.70 -5.13 2.25
H -5.73 3.32 -0.41
H 3.49 6.59 -1.92
H 5.04 5.71 -1.61
O 1.77 4.82 -4.56
H 2.47 1.20 -0.84
H -1.29 -1.87 -4.16
C 3.49 0.88 -0.61
H -1.30 -1.35 3.11
H 2.03 -6.01 6.30
P 2.70 3.81 -3.96
H -0.43 0.70 1.80
O 0.82 -4.69 -0.63
H 1.33 1.21 -6.51
P 2.13 -1.98 3.72
O -5.45 4.85 1.92
O -3.65 3.69 3.34
C -0.04 0.30 2.74
O 4.48 1.90 -0.58
H 2.68 4.64 -0.69
C 3.36 1.36 5.11
H -3.82 -3.63 -2.96
C 0.98 1.17 -5.48
C 0.46 -7.94 -0.75
C 2.46 -5.01 6.32
C 0.73 3.70 -0.70
C -2.90 -3.55 -0.92
H 4.99 7.32 -2.13
C -3.30 0.95 0.22
O 2.23 -3.28 -3.17
H -4.72 -2.80 -1.74
H -3.49 7.70 0.43
H 0.21 4.30 0.04
H -6.24 3.07 2.00
C 0.25 -0.63 -1.20
H 3.47 1.93 6.04
C 2.62 0.08 5.25
O 2.49 -2.56 2.41
P -3.96 4.30 2.02
H 0.54 0.17 -5.42
H 4.35 1.15 4.72
H 0.72 0.07 -1.90
H 1.56 5.22 -1.96
H 1.08 -8.51 -1.44
H -1.79 6.21 -0.07
O -3.86 3.13 0.88
H -7.46 4.34 2.08
H 3.75 0.03 -1.24
C -6.60 3.80 0.05
H 0.03 -1.73 1.95
O 4.18 1.50 1.52
H -1.31 -7.86 -1.95
H 3.03 -0.57 6.02
H -0.23 -6.57 -2.25
H 0.96 -4.22 5.09
H -2.92 4.98 -0.58
O -1.30 -6.24 -0.57
H 1.08 2.81 -0.17
C 4.49 6.37 -2.28
C 1.25 -3.26 -3.88
H -3.35 -4.49 -0.59
H -4.34 0.68 0.37
C -0.25 -1.20 2.86
H -2.37 -4.91 3.63
H -2.71 0.09 0.54
C -0.57 -2.37 -4.81
H 2.99 2.03 4.33
O 4.16 4.45 -3.69
C 4.37 5.88 -3.71
```

## Properties
net charge	-1
LUMO energy	2.1	eV
electronic energy	-122956.8412	eV
HOMO-LUMO gap	5.101	eV

Here are the Mulliken charges for atoms 1 to 6, given in e:
1. H 0.308
2. C 0.018
3. H 0.259
4. H 0.336
5. O 0.011
6. H 0.191

---

Formula: C51H46FeNO2P2SSi
Source: the OMol25 dataset
Level of theory: ωB97M-V with the def2-TZVPD basis set

```
105
Properties=species:S:1:pos:R:3
O -1.92 1.23 0.73
H -3.02 -1.12 4.40
H -2.26 -0.06 -4.57
C -0.58 -1.17 -3.82
H -0.54 -4.28 -1.10
C -3.17 -4.21 1.09
C 2.12 0.16 -4.07
H -2.24 0.57 6.04
C 2.56 -0.05 1.87
H -1.32 3.24 -0.84
H -0.50 6.03 2.31
C 2.85 -4.98 3.24
H 5.27 0.38 3.85
C 4.70 1.69 2.26
H 1.51 -0.16 -4.89
H 4.35 1.35 -1.15
C -1.64 -0.93 -4.69
Si -2.50 -3.00 -0.22
C 2.37 0.81 -1.76
H 1.59 -4.77 4.97
C -1.49 2.81 2.52
C 0.46 0.52 4.01
C -1.88 -1.81 -5.74
Fe -0.50 -0.43 -0.06
H -0.10 -2.59 -1.00
C -1.50 3.58 -3.93
C -1.61 0.28 5.21
C -0.64 -3.39 -0.49
C 4.28 0.77 -3.20
H -3.22 -2.23 -2.50
H -1.25 -3.59 -6.74
C -1.23 -1.02 3.24
C -3.47 -0.57 0.72
H -0.14 -3.60 0.45
H 3.31 -5.89 3.60
C 3.78 1.95 1.25
H -3.42 4.48 -3.63
H -2.84 0.67 -1.77
C 0.21 -2.30 -3.98
H 1.03 -2.49 -3.30
C 3.23 -4.44 2.02
H -3.96 2.64 1.82
S 1.49 1.34 -0.25
H 3.84 2.84 0.65
H -0.63 5.49 -0.10
N -2.48 -1.32 0.24
H -6.20 1.73 2.26
H 0.31 2.44 -4.08
H 3.91 0.20 -5.24
H 4.01 -4.92 1.44
C -2.05 -0.66 4.29
H -4.57 -2.91 -1.61
H -6.73 -0.62 1.71
C -2.80 3.62 -3.44
H 1.42 0.99 3.90
C -4.18 1.61 1.58
H -1.75 2.05 3.24
P -0.20 -0.03 -2.45
C 2.63 -3.29 1.56
C 1.88 -4.36 4.01
C -0.79 5.04 1.98
H 2.92 -2.86 0.61
H -5.00 -2.06 0.71
C -3.29 2.57 -2.68
C -1.06 -2.92 -5.92
P 1.05 -1.06 1.70
C 3.49 -0.29 2.88
C -3.20 0.80 1.04
C 3.72 1.01 -1.96
H 5.51 2.38 2.42
O 1.37 2.78 -0.41
C 0.03 -0.44 3.10
H -3.42 -5.15 0.62
H -1.13 4.40 -4.53
C -1.25 3.48 0.21
H -2.69 -1.61 -6.42
H -4.30 2.59 -2.30
C 1.28 -3.19 3.57
C -0.86 4.74 0.63
C -5.74 -0.23 1.52
C -2.47 1.49 -2.38
C -5.44 1.09 1.83
H -1.07 4.30 3.98
C -1.17 1.45 -2.87
H 3.36 -1.14 3.53
C -1.11 4.07 2.92
C 4.56 0.57 3.06
C -3.52 -3.03 -1.83
C -0.36 0.87 5.07
H -0.02 1.60 5.79
C -4.78 -1.04 0.97
H -1.56 -1.77 2.52
H 0.54 -2.69 4.18
C 2.74 1.05 1.04
C 1.56 0.37 -2.81
C -0.69 2.49 -3.67
C 3.48 0.36 -4.26
H -3.40 -3.97 -2.36
C -0.02 -3.16 -5.04
C -1.55 2.51 1.16
H 0.63 -4.01 -5.20
H -2.44 -4.42 1.86
H 5.34 0.92 -3.36
H -4.07 -3.84 1.58
C 1.67 -2.65 2.34
```

## Properties
net charge	+2
<S²>	8.800
LUMO energy (alpha / beta)	-4.7 / -7.3	eV
multiplicity	6
electronic energy	-130884.8523	eV
HOMO-LUMO gap (alpha / beta)	8.592 / 6.353	eV

Here are the Mulliken charges for atoms 1 to 6, given in e:
1. O 2.698
2. H 0.529
3. H 0.431
4. C 0.759
5. H 0.680
6. C -1.303

---

Formula: C11H4N2O5Pd
Source: the OMol25 dataset
Level of theory: ωB97M-V with the def2-TZVPD basis set

```
23
Properties=species:S:1:pos:R:3
O 0.00 -3.17 -1.87
C 0.00 0.00 4.41
H 1.44 1.54 0.31
C -0.81 -0.86 0.89
O -3.17 0.00 -1.87
C -0.82 -0.88 2.28
C 0.00 2.03 -1.86
C 0.82 0.88 2.28
O 3.17 0.00 -1.87
C -2.03 0.00 -1.86
H -1.44 -1.54 0.31
O 0.00 3.17 -1.87
O 0.00 0.00 -5.07
H 1.47 1.58 2.78
N 0.00 0.00 0.31
C 0.00 0.00 -3.90
C 0.81 0.86 0.89
C 0.00 0.00 2.96
N 0.00 0.00 5.58
H -1.47 -1.57 2.78
C 0.00 -2.03 -1.86
Pd 0.00 -0.01 -1.87
C 2.03 0.00 -1.86
```

## Properties
net charge	+2
<S²>	2.012
LUMO energy (alpha / beta)	-8.3 / -9.4	eV
multiplicity	3
electronic energy	-28147.5575	eV
HOMO-LUMO gap (alpha / beta)	8.988 / 7.944	eV

Here are the Mulliken charges for atoms 1 to 6, given in e:
1. O -0.067
2. C -0.410
3. H 0.397
4. C 0.070
5. O -0.066
6. C -0.839

---

Formula: C5H10NO
Source: the OMol25 dataset
Level of theory: ωB97M-V with the def2-TZVPD basis set

```
17
Properties=species:S:1:pos:R:3
C 0.60 -0.56 0.85
H 1.30 -2.37 -0.12
H 1.62 -0.23 0.68
C 0.38 -1.77 -0.08
H 0.11 -2.24 -2.24
N -1.62 0.35 0.72
C -0.33 0.55 0.46
H -0.15 2.75 0.49
C 0.29 -1.40 -1.54
H 0.38 3.87 -0.95
H -1.77 -0.28 1.51
C 0.15 1.81 0.02
H -2.16 1.20 0.80
H -0.45 -2.43 0.19
H 0.90 1.89 -0.75
O 0.25 -0.27 -1.93
H 0.48 -0.86 1.89
```

## Properties
net charge	+1
LUMO energy	-7.5	eV
electronic energy	-8871.3928	eV
HOMO-LUMO gap	5.743	eV

Here are the Mulliken charges for atoms 1 to 6, given in e:
1. C -0.711
2. H 0.352
3. H 0.339
4. C -0.572
5. H 0.402
6. N -0.314

---

Formula: C61H54CaN3O5P3Si
Source: the OMol25 dataset
Level of theory: ωB97M-V with the def2-TZVPD basis set

```
128
Properties=species:S:1:pos:R:3
H -1.12 3.04 -6.51
H -0.29 -5.49 0.34
O 6.50 -0.73 -6.40
C -1.78 -4.86 5.24
C -1.18 2.75 -4.39
C -2.24 -0.70 1.50
C -3.18 5.79 -0.31
H -3.93 -1.87 0.89
H -2.77 2.11 2.24
C -3.35 -0.96 4.08
C -1.08 6.48 -1.22
H -3.22 -5.74 3.92
C -2.31 -3.03 -1.84
H -0.37 7.26 -1.45
Ca 0.84 -0.22 -1.70
C -1.65 -2.52 -0.71
H -3.57 3.68 -0.34
H -4.92 -2.06 3.11
H -1.90 6.22 3.06
C -3.81 2.16 -2.48
O -2.41 -0.42 -4.72
H -2.26 2.74 -4.37
C -2.28 6.80 -0.61
C 1.31 1.11 6.29
C -1.61 -0.13 2.63
O 2.45 0.09 0.05
H 2.12 -0.42 0.80
C -3.99 -1.52 2.98
H -1.55 -6.33 -1.61
C 2.35 -4.37 2.33
H 1.35 3.01 -6.63
C -0.91 -3.44 0.07
C -0.78 5.16 -1.54
H 4.34 -1.68 -5.56
H 1.02 1.59 7.22
C 1.60 2.68 -4.53
N 7.70 0.25 -4.77
C -2.16 -0.28 3.90
C -2.87 4.47 -0.60
C 0.86 2.88 -5.68
C -4.15 -0.40 -1.53
C 1.61 -3.81 1.28
H 2.29 -1.62 -4.14
H 3.90 1.32 -1.74
C 0.53 1.28 5.16
C -2.76 1.53 -1.79
C 3.58 -4.95 2.09
Si -1.49 -0.62 -0.30
C 6.55 -0.25 -5.29
H 2.30 1.02 0.28
H 2.09 3.64 -0.43
H -2.52 7.83 -0.37
C -2.29 -4.38 -2.15
C -1.85 -4.47 2.87
P -0.06 0.83 2.36
C -2.93 0.23 -1.28
C -2.05 2.88 2.47
H 2.33 -0.59 3.00
C -0.20 -3.38 4.21
H 0.11 -3.72 -3.00
H -5.80 1.99 -3.26
C 0.21 3.57 2.88
C -1.56 5.20 2.93
C -1.39 -0.50 -4.13
P 0.06 -2.83 1.50
C -5.17 0.20 -2.24
C 4.13 -4.97 0.82
C -0.71 2.55 2.61
H -3.71 3.18 -2.82
C 4.02 0.67 -2.60
O 1.79 2.81 -0.06
C -0.88 -4.80 -0.26
C -2.48 4.19 2.66
C -3.43 -1.39 1.72
H 5.98 1.39 -3.06
H -6.10 -0.33 -2.43
C 2.04 -0.11 3.92
N 3.00 -0.14 -2.88
C 2.46 0.33 6.25
C 0.87 0.66 3.96
C -0.53 2.90 -5.60
C 2.17 -3.85 0.00
C 4.27 -1.01 -4.71
H 3.07 0.20 7.13
C 0.94 2.53 -3.31
C -0.45 2.56 -3.22
P -1.17 2.39 -1.52
C 3.13 -0.97 -3.93
H -2.34 -4.64 1.92
C -2.37 -5.08 4.00
H 0.51 5.67 3.23
H -0.34 1.92 5.21
H -2.84 -2.35 -2.49
H 4.14 -5.40 2.92
C 5.33 -0.18 -4.41
C -1.68 4.14 -1.25
C -0.21 4.88 3.03
H 1.93 -4.38 3.33
H 1.26 3.33 3.01
H -4.12 6.02 0.18
O 0.79 -3.04 -3.11
H 7.78 0.55 -3.81
C 2.82 -0.27 5.05
C 3.41 -4.42 -0.24
H 3.73 -0.87 5.00
H -2.83 -4.74 -3.03
H -3.79 -1.05 5.07
C -5.00 1.50 -2.71
H 5.09 -5.42 0.64
H 2.68 2.66 -4.57
H 1.61 -3.46 -0.84
C -0.71 -3.99 5.35
H 0.62 -2.68 4.31
C 5.20 0.69 -3.33
C -0.73 -3.65 2.95
H 0.15 4.93 -2.04
H 8.53 0.19 -5.33
H 1.53 2.39 -2.41
H -3.53 4.42 2.59
H 0.29 -2.23 -3.38
H 1.03 3.03 0.50
H -2.17 -5.36 6.13
N -0.36 -0.57 -3.53
H -1.67 0.14 4.77
H 3.80 -4.46 -1.24
C -1.58 -5.27 -1.36
H -4.32 -1.40 -1.15
H -0.27 -3.78 6.31
```

## Properties
LUMO energy	-0.4	eV
electronic energy	-133029.1409	eV
HOMO-LUMO gap	5.950	eV

Here are the Mulliken charges for atoms 1 to 6, given in e:
1. H 0.421
2. H 0.604
3. O -0.604
4. C -0.692
5. C -0.594
6. C 0.039

---

Formula: C8H12NO4P
Source: the OMol25 dataset
Level of theory: ωB97M-V with the def2-TZVPD basis set

```
26
Properties=species:S:1:pos:R:3
H -3.25 1.48 -1.55
C 1.04 -0.80 0.01
C 0.99 1.92 0.19
H 2.03 2.07 0.39
P 0.85 -1.63 1.68
H -4.01 -0.01 -0.94
O -1.18 2.36 -0.19
H -3.70 1.36 0.16
H 0.11 3.98 0.12
C 0.39 -1.65 -1.07
C 0.33 0.69 0.03
O 1.32 -3.05 1.60
H 2.96 -1.65 -0.34
C -1.02 0.98 -0.20
C -3.29 0.78 -0.69
C 0.06 2.91 0.06
H -0.69 -1.49 -1.05
H 2.76 -0.06 -1.11
N -2.03 0.16 -0.41
O 1.42 -0.78 2.77
H -1.17 -0.99 1.22
H 0.76 -1.38 -2.06
C 2.53 -0.65 -0.22
H 2.99 -0.19 0.66
O -0.81 -1.66 1.81
H 0.61 -2.70 -0.87
```

## Properties
net charge	-2
LUMO energy	6.1	eV
electronic energy	-27461.0063	eV
HOMO-LUMO gap	5.120	eV

Here are the Mulliken charges for atoms 1 to 6, given in e:
1. H 0.240
2. C 2.125
3. C -0.897
4. H 0.366
5. P 1.078
6. H 0.289